Computed, not measured: a cluster of 9 separate species, C51H123N9O9 in total, with ωB97M-V/def2-TZVPD.

Last column: Mulliken charge in e.
Atoms and positions in Å:
C -5.955 2.448 0.712  -1.1938
C -6.821 1.563 1.622  1.8806
C -6.379 1.728 3.082  -1.7627
C -8.259 2.147 1.585  -1.4643
C -8.984 1.841 0.298  -0.5676
C -8.989 0.344 0.151  -1.6436
C -7.658 -0.407 0.159  1.9667
C -7.885 -1.863 0.458  -1.7935
C -6.936 -0.170 -1.189  -1.4548
N -6.835 0.171 1.232  0.0714
O -5.588 -0.490 1.399  -0.3393
H -4.890 2.199 0.801  -0.2395
H -6.220 2.334 -0.337  0.2680
H -6.011 3.507 0.972  0.5086
H -5.519 1.076 3.279  0.2550
H -6.030 2.737 3.307  0.3833
H -7.122 1.461 3.835  0.3796
H -8.834 1.746 2.426  0.4097
H -8.151 3.211 1.805  0.4861
H -9.996 2.246 0.282  0.4029
H -8.459 2.331 -0.528  0.2800
H -9.453 0.058 -0.810  0.4211
H -9.758 -0.103 0.796  0.4480
H -8.215 -2.431 -0.424  0.4263
H -8.703 -2.022 1.158  0.3712
H -6.936 -2.342 0.692  0.2711
H -5.858 -0.256 -1.046  0.0199
H -7.159 0.794 -1.642  0.3505
H -7.249 -0.945 -1.896  0.5184
H -5.653 -0.764 2.320  0.3432
C 3.941 -2.451 2.132  -1.6883
C 4.119 -3.323 0.910  2.2851
C 4.810 -4.638 1.374  -1.9181
C 2.759 -3.721 0.317  0.1304
C 2.798 -4.192 -1.148  -0.6803
C 3.649 -3.298 -1.991  0.1866
C 5.091 -3.122 -1.503  1.1235
C 5.884 -4.410 -1.717  -1.9689
C 5.735 -2.015 -2.275  -2.0194
N 4.964 -2.721 -0.107  1.2601
O 6.146 -2.122 0.424  -0.5727
H 4.883 -2.104 2.554  0.6883
H 3.499 -1.478 1.825  0.2117
H 3.179 -2.782 2.830  -0.2636
H 4.766 -5.470 0.677  0.2511
H 5.854 -4.415 1.611  0.3548
H 4.386 -4.946 2.338  0.4521
H 2.414 -4.477 1.006  0.6154
H 2.036 -2.902 0.328  -0.8175
H 3.082 -5.246 -1.116  0.5702
H 1.747 -4.160 -1.447  -0.2330
H 3.272 -2.286 -2.139  -0.0775
H 3.646 -3.764 -2.985  0.1220
H 6.937 -4.328 -1.444  0.3693
H 5.919 -4.599 -2.800  0.4784
H 5.425 -5.296 -1.291  0.3204
H 6.780 -1.870 -1.977  0.5281
H 5.283 -1.024 -2.271  0.1369
H 5.941 -2.357 -3.300  0.3727
H 5.814 -1.286 0.764  0.2840
C 0.559 -0.870 0.653  -2.8999
C -0.576 0.078 1.018  2.8957
C -1.438 0.401 -0.211  0.1457
C -1.473 -0.621 2.049  -1.0753
C -2.396 0.294 2.843  0.7782
C -1.506 1.349 3.479  -1.9278
C -0.785 2.184 2.428  1.6269
C -1.746 3.108 1.668  -0.3418
C 0.191 3.099 3.192  -1.9744
N 0.026 1.279 1.634  -0.2228
O 0.743 2.013 0.635  1.8218
H 0.151 -1.760 0.173  0.4678
H 1.208 -0.343 -0.051  0.1665
H 1.090 -1.094 1.577  0.4015
H -1.353 -0.358 -0.993  0.3727
H -2.494 0.510 0.043  -0.3836
H -1.116 1.334 -0.677  -0.9222
H -2.063 -1.377 1.515  0.3652
H -0.870 -1.235 2.732  -0.1994
H -3.119 0.763 2.174  -0.8666
H -2.870 -0.309 3.620  0.6820
H -0.732 0.824 4.058  0.3229
H -1.974 1.978 4.241  0.4516
H -1.123 3.747 1.028  -0.1976
H -2.327 3.727 2.343  0.5254
H -2.314 2.520 0.949  -0.5088
H 0.754 2.514 3.927  0.4222
H -0.334 3.879 3.742  0.4209
H 0.928 3.511 2.502  0.0794
H 1.641 2.018 0.991  -0.4611
C 2.689 8.487 3.148  -0.8092
O 1.847 7.481 2.659  -0.3111
C 2.259 7.017 1.378  -0.8236
C 1.071 6.346 0.739  1.0904
C 1.448 5.585 -0.522  -0.8413
N 0.027 7.353 0.415  -0.7450
H 2.735 9.401 2.545  0.3154
H 3.715 8.100 3.241  0.3187
H 2.311 8.754 4.134  0.2429
H 2.512 7.892 0.767  0.4248
H 3.097 6.330 1.539  0.2094
H 0.650 5.648 1.467  -0.2006
H 1.426 6.187 -1.434  0.7422
H 0.772 4.742 -0.659  -0.2536
H 2.483 5.217 -0.520  -0.1639
H -0.082 7.352 -0.596  0.3021
H -0.877 6.984 0.700  0.3248
C 1.462 3.709 -3.257  -0.0518
O 0.160 4.300 -3.236  -0.4705
C -0.818 3.472 -2.658  1.2837
C -2.140 4.219 -2.689  0.1310
C -3.112 3.572 -1.728  -0.9568
N -2.744 4.155 -4.045  -0.8092
H 1.348 2.866 -3.944  0.0936
H 1.819 3.327 -2.295  -0.1281
H 2.092 4.505 -3.645  0.3258
H -0.984 2.513 -3.177  -0.0141
H -0.471 3.188 -1.649  -0.9346
H -2.081 5.287 -2.476  0.3181
H -3.249 2.511 -1.979  0.2568
H -4.145 3.921 -1.733  0.4912
H -2.678 3.686 -0.737  -0.0891
H -3.011 3.192 -4.225  0.2740
H -2.094 4.431 -4.771  0.3069
C 3.292 -3.632 -6.170  -0.6514
O 2.115 -2.980 -5.777  -0.2983
C 2.305 -1.670 -5.310  -0.7390
C 1.100 -1.294 -4.468  0.5695
C 1.147 0.090 -3.858  -1.4498
N 0.782 -2.301 -3.426  0.0316
H 3.742 -3.158 -7.053  0.2995
H 3.020 -4.653 -6.415  0.2365
H 4.037 -3.554 -5.368  0.1927
H 3.207 -1.592 -4.683  0.2014
H 2.351 -0.948 -6.137  0.4928
H 0.202 -1.248 -5.101  0.3596
H 0.182 0.329 -3.408  0.0798
H 1.296 0.868 -4.609  0.6390
H 1.937 0.192 -3.106  0.2700
H 1.307 -1.974 -2.622  -0.6190
H 1.125 -3.180 -3.798  0.2889
C 7.839 2.126 -1.170  -0.7782
O 6.517 2.580 -1.253  -0.2975
C 5.876 2.635 0.001  -0.9149
C 4.410 3.016 -0.171  0.5996
C 3.793 3.216 1.190  -1.2303
N 3.686 1.986 -0.940  0.0809
H 7.976 1.343 -0.416  0.3115
H 8.531 2.949 -0.966  0.2912
H 8.101 1.654 -2.119  0.2679
H 5.991 1.741 0.632  0.3309
H 6.379 3.438 0.572  0.4611
H 4.393 3.900 -0.811  0.4003
H 2.790 3.625 1.043  -0.4204
H 4.333 3.946 1.797  0.6072
H 3.777 2.316 1.812  0.2956
H 4.101 1.067 -0.774  -0.3542
H 3.873 2.103 -1.932  0.3757
C 3.857 -3.748 5.594  -0.8935
O 3.027 -4.443 4.680  -0.1148
C 1.662 -4.544 5.126  -1.1854
C 0.718 -3.981 4.085  1.1510
C -0.703 -3.780 4.605  -1.7465
N 0.669 -4.767 2.828  -0.4574
H 3.636 -2.669 5.561  0.3379
H 4.887 -4.003 5.378  0.2687
H 3.583 -3.969 6.636  0.3810
H 1.534 -5.627 5.274  0.2425
H 1.521 -4.093 6.113  0.5754
H 1.145 -2.991 3.872  -0.1638
H -1.344 -3.386 3.825  0.3707
H -0.677 -3.044 5.423  0.3879
H -1.078 -4.662 5.131  0.3949
H 1.567 -4.625 2.377  -0.0600
H 0.721 -5.737 3.143  0.2944
C -4.852 -3.500 -1.293  -0.7204
O -3.908 -4.489 -1.631  -0.4229
C -2.587 -4.250 -1.134  -0.7678
C -1.656 -5.162 -1.907  1.1755
C -1.612 -4.758 -3.395  -1.3165
N -1.992 -6.565 -1.687  -0.8274
H -4.756 -3.154 -0.257  0.2595
H -5.789 -4.055 -1.377  0.3327
H -4.877 -2.633 -1.961  0.3067
H -2.318 -3.212 -1.344  0.2767
H -2.594 -4.578 -0.089  0.4925
H -0.655 -5.052 -1.478  -0.2186
H -0.672 -5.009 -3.879  0.3472
H -1.647 -3.661 -3.406  0.1872
H -2.528 -5.051 -3.904  0.3546
H -2.881 -6.836 -2.087  0.2649
H -1.289 -7.145 -2.127  0.2437

The value obtained for the total energy is -3186.6330 hartree. The SMILES is CC1(C)CCCC(C)(C)N1O.CC1(C)CCCC(C)(C)N1O.CC1(C)CCCC(C)(C)N1O.COC[C@H](C)N.COC[C@H](C)N.COC[C@H](C)N.COC[C@H](C)N.COC[C@H](C)N.COC[C@H](C)N. For the HOMO energy, the calculation gives -7.99 eV. The calculation puts the HOMO-LUMO gap at 0.3088 hartree. The value obtained for the largest force on an atom is 2.7 eV/A. The value obtained for the relative energy (zero: lowest compared OMol25 entry of this formula, charge and spin) is 34.2 kcal/mol.